The following is a DFT calculation (ωB97M-V with the def2-TZVPD basis set) of a structure of composition C36H90F4K3N2O32P6S4 at a distorted geometry.

Summary:
energy relative to the best compared isomer or geometry (same formula, charge and spin)	133.5	kcal per mole
charge	+1
electronic energy	-9783.3645	Eh
frontier orbital gap	7.91	eV

Cartesian coordinates (Å):
K -6.32 -0.07 0.97
K -0.03 -3.11 1.09
K -2.63 -1.06 2.70
N -2.04 -3.69 2.89
S -3.42 -4.59 2.40
O -4.72 -4.19 2.93
O -3.20 -5.98 2.02
F -3.52 -4.02 0.91
S -1.88 -4.36 4.22
O -1.47 -5.75 4.17
O -2.68 -3.92 5.38
F -0.47 -3.66 4.60
N -1.14 -0.80 0.21
S -2.46 -0.31 -0.87
O -2.27 0.16 -2.21
O -3.63 0.31 -0.17
F -3.03 -1.84 -1.05
S -0.05 -0.05 -0.48
O -0.02 1.44 -0.31
O 0.44 -0.66 -1.70
F 1.10 -0.58 0.54
C -3.39 2.09 -4.63
C -4.75 2.23 -4.06
O -5.05 1.29 -3.04
P -6.11 0.03 -3.30
O -6.34 -0.93 -2.22
O -7.49 0.73 -3.75
C -8.47 1.29 -2.93
C -8.13 2.79 -2.70
O -5.60 -0.57 -4.76
C -4.43 -1.40 -4.75
C -4.66 -2.55 -5.70
H -3.30 1.11 -5.10
H -3.31 2.83 -5.43
H -2.48 2.17 -4.04
H -4.80 3.24 -3.66
H -5.44 2.12 -4.90
H -9.43 1.19 -3.45
H -8.63 0.80 -1.96
H -8.05 3.23 -3.69
H -8.93 3.38 -2.27
H -7.24 2.95 -2.08
H -3.46 -0.95 -4.96
H -4.33 -1.93 -3.81
H -5.56 -3.13 -5.49
H -4.70 -2.11 -6.70
H -3.78 -3.20 -5.72
C -0.74 -2.82 -3.88
C -0.93 -4.08 -4.73
O -0.14 -4.13 -5.88
P 1.14 -5.13 -5.75
O 2.27 -4.63 -4.86
O 1.61 -5.64 -7.20
C 0.77 -6.09 -8.10
C 0.35 -5.10 -9.26
O 0.54 -6.49 -5.13
C 1.05 -7.02 -3.95
C 2.34 -7.80 -4.30
H -1.33 -2.81 -2.97
H 0.33 -2.73 -3.69
H -1.13 -2.00 -4.48
H -0.89 -5.01 -4.17
H -1.95 -4.04 -5.12
H 1.25 -7.00 -8.47
H -0.09 -6.52 -7.59
H -0.17 -4.27 -8.79
H 1.21 -4.81 -9.86
H -0.31 -5.78 -9.80
H 1.24 -6.27 -3.17
H 0.35 -7.76 -3.58
H 2.32 -8.39 -5.22
H 3.10 -7.01 -4.34
H 2.57 -8.53 -3.53
C -2.17 -1.06 7.31
C -0.62 -1.01 7.12
O -0.37 0.17 6.33
P 0.65 0.09 5.03
O 0.03 -0.61 3.89
O 1.98 -0.54 5.56
C 2.63 -0.10 6.77
C 3.24 -1.49 7.17
O 1.15 1.64 4.88
C 1.87 2.13 3.77
C 0.91 2.70 2.71
H -2.62 -0.27 7.90
H -2.77 -1.05 6.40
H -2.33 -2.07 7.70
H -0.15 -1.00 8.10
H -0.30 -1.96 6.68
H 3.43 0.62 6.57
H 1.95 0.30 7.52
H 2.47 -2.26 7.16
H 3.98 -1.65 6.39
H 3.67 -1.45 8.17
H 2.36 3.01 4.19
H 2.73 1.52 3.49
H 0.42 3.62 3.02
H 1.31 2.91 1.72
H 0.17 1.90 2.61
C 3.58 -0.85 -3.11
C 3.59 -2.30 -2.52
O 3.74 -2.30 -1.13
P 3.79 -3.75 -0.36
O 2.41 -4.37 -0.14
O 4.82 -4.66 -1.26
C 4.93 -6.08 -0.93
C 5.94 -6.21 0.20
O 4.65 -3.53 0.99
C 4.05 -3.20 2.22
C 4.42 -4.28 3.34
H 3.65 -0.97 -4.19
H 2.61 -0.39 -2.90
H 4.40 -0.19 -2.81
H 2.68 -2.78 -2.89
H 4.42 -2.84 -2.97
H 3.99 -6.49 -0.54
H 5.22 -6.64 -1.82
H 5.56 -5.70 1.08
H 6.04 -7.27 0.44
H 6.88 -5.71 -0.03
H 4.41 -2.23 2.56
H 2.97 -3.10 2.15
H 4.14 -5.18 2.79
H 5.49 -4.38 3.51
H 3.82 -4.20 4.25
C -2.39 3.49 -0.28
C -2.64 3.00 1.17
O -2.14 3.94 2.18
P -2.76 5.44 2.32
O -2.80 6.37 1.17
O -4.25 5.13 2.94
C -4.58 5.37 4.33
C -6.08 5.77 4.41
O -1.89 6.06 3.59
C -0.45 6.49 3.43
C 0.25 6.31 2.06
H -2.86 4.46 -0.48
H -1.35 3.46 -0.60
H -2.91 2.94 -1.07
H -3.72 2.99 1.30
H -2.15 2.03 1.27
H -4.32 4.51 4.94
H -4.06 6.24 4.74
H -6.65 5.09 3.78
H -6.50 5.73 5.42
H -6.30 6.71 3.90
H -0.34 7.52 3.77
H 0.16 5.96 4.15
H 1.32 6.46 2.10
H 0.11 5.32 1.61
H -0.22 6.93 1.30
C 4.22 7.62 3.21
C 5.54 6.93 2.83
O 5.49 5.62 2.28
P 5.19 5.23 0.75
O 6.43 5.09 -0.09
O 4.07 6.32 0.31
C 3.66 6.59 -1.02
C 2.89 5.39 -1.58
O 4.42 3.81 0.94
C 4.78 2.65 0.29
C 3.64 1.57 0.35
H 3.97 8.33 2.43
H 3.39 6.92 3.18
H 4.22 8.28 4.09
H 6.02 7.64 2.15
H 6.15 6.96 3.73
H 2.93 7.38 -0.85
H 4.52 6.83 -1.64
H 2.34 5.71 -2.47
H 3.58 4.57 -1.79
H 2.14 5.02 -0.87
H 5.00 2.94 -0.74
H 5.68 2.32 0.81
H 3.35 1.13 1.30
H 2.77 2.07 -0.10
H 3.84 0.77 -0.36

***

The following is a DFT calculation (ωB97M-V with the def2-TZVPD basis set) of a cluster of 6 separate species, C36H90N6 in total at a distorted geometry.

Summary:
energy relative to the best compared isomer or geometry (same formula, charge and spin)	19.6	kcal per mole
SMILES	CCN(CC)CC.CCN(CC)CC.CCN(CC)CC.CCN(CC)CC.CCN(CC)CC.CCN(CC)CC
electronic energy	-1754.0309	Eh
frontier orbital gap	8.60	eV

Cartesian coordinates (Å):
C 10.49 -21.18 -16.06
C 11.66 -20.38 -15.44
N 12.81 -20.40 -16.32
C 14.07 -20.22 -15.66
C 14.28 -18.85 -14.99
C 12.74 -19.83 -17.65
C 13.23 -20.83 -18.68
H 10.35 -20.81 -17.08
H 9.53 -20.96 -15.60
H 10.75 -22.23 -16.17
H 11.33 -19.36 -15.24
H 11.93 -20.92 -14.53
H 14.20 -20.97 -14.87
H 14.94 -20.43 -16.29
H 13.45 -18.60 -14.34
H 15.21 -18.88 -14.41
H 14.48 -18.05 -15.71
H 13.32 -18.90 -17.77
H 11.75 -19.45 -17.91
H 12.56 -21.68 -18.81
H 14.19 -21.24 -18.38
H 13.36 -20.40 -19.68
C 10.59 -17.04 -16.97
C 9.54 -16.09 -16.41
N 9.10 -15.10 -17.38
C 8.08 -14.20 -16.89
C 6.83 -14.93 -16.40
C 10.10 -14.46 -18.19
C 10.80 -13.25 -17.52
H 11.58 -16.56 -17.04
H 10.39 -17.25 -18.02
H 10.65 -17.97 -16.42
H 8.73 -16.72 -16.06
H 10.02 -15.52 -15.59
H 8.46 -13.63 -16.02
H 7.82 -13.54 -17.71
H 7.05 -15.51 -15.50
H 6.06 -14.19 -16.19
H 6.43 -15.61 -17.16
H 9.58 -14.07 -19.07
H 10.89 -15.13 -18.51
H 11.78 -13.08 -17.97
H 10.81 -13.33 -16.44
H 10.26 -12.31 -17.72
C 16.91 -7.55 -15.76
C 15.99 -6.43 -15.23
N 14.92 -6.83 -14.33
C 14.11 -7.92 -14.85
C 13.13 -7.44 -15.92
C 15.41 -7.05 -12.97
C 15.51 -5.78 -12.17
H 16.49 -8.15 -16.56
H 17.23 -8.20 -14.94
H 17.84 -7.11 -16.13
H 16.65 -5.74 -14.70
H 15.59 -5.86 -16.08
H 14.73 -8.73 -15.24
H 13.48 -8.23 -14.01
H 12.75 -8.33 -16.43
H 12.26 -6.95 -15.50
H 13.61 -6.84 -16.70
H 16.37 -7.61 -12.97
H 14.76 -7.79 -12.49
H 16.41 -5.21 -12.44
H 15.44 -5.93 -11.10
H 14.68 -5.12 -12.46
C 7.84 -19.60 -12.97
C 8.66 -18.81 -11.96
N 10.07 -18.76 -12.34
C 11.02 -19.05 -11.29
C 10.93 -20.50 -10.79
C 10.39 -17.62 -13.18
C 10.71 -16.33 -12.45
H 8.07 -19.29 -13.99
H 6.77 -19.44 -12.80
H 8.07 -20.67 -12.95
H 8.26 -17.79 -11.88
H 8.58 -19.31 -11.00
H 10.81 -18.40 -10.42
H 12.02 -18.89 -11.69
H 11.58 -21.17 -11.35
H 9.91 -20.82 -10.61
H 11.34 -20.48 -9.77
H 11.25 -17.88 -13.81
H 9.56 -17.52 -13.89
H 10.85 -15.55 -13.20
H 9.88 -15.99 -11.83
H 11.67 -16.44 -11.94
C 15.91 -11.78 -13.33
C 14.78 -12.75 -12.93
N 13.59 -12.66 -13.82
C 13.13 -11.30 -14.01
C 11.61 -11.25 -14.18
C 13.78 -13.36 -15.09
C 13.42 -14.85 -14.98
H 16.87 -12.26 -13.13
H 15.89 -10.84 -12.79
H 15.93 -11.60 -14.41
H 15.13 -13.78 -12.97
H 14.35 -12.48 -11.97
H 13.34 -10.58 -13.21
H 13.58 -10.83 -14.91
H 11.17 -11.96 -13.47
H 11.19 -10.29 -13.90
H 11.28 -11.59 -15.17
H 14.84 -13.32 -15.36
H 13.16 -12.89 -15.85
H 13.94 -15.29 -14.14
H 13.55 -15.31 -15.96
H 12.36 -14.92 -14.72
C 12.69 -13.16 -6.46
C 12.28 -12.53 -7.79
N 11.32 -13.34 -8.52
C 11.88 -14.54 -9.13
C 12.90 -14.26 -10.23
C 10.45 -12.57 -9.38
C 9.27 -13.37 -9.89
H 13.16 -12.42 -5.81
H 13.44 -13.93 -6.64
H 11.84 -13.64 -5.97
H 11.84 -11.54 -7.65
H 13.19 -12.32 -8.37
H 12.39 -15.08 -8.33
H 11.07 -15.14 -9.53
H 13.16 -15.11 -10.87
H 12.42 -13.60 -10.98
H 13.80 -13.72 -9.95
H 10.91 -12.04 -10.23
H 10.03 -11.83 -8.69
H 8.84 -13.96 -9.08
H 9.57 -14.05 -10.69
H 8.55 -12.69 -10.33

***

The following is a DFT calculation (ωB97M-V with the def2-TZVPD basis set) of a cluster of 9 separate species, C36H90O18 in total at a distorted geometry.

Summary:
energy relative to the best compared isomer or geometry (same formula, charge and spin)	72.2	kcal per mole
SMILES	COCCOC.COCCOC.COCCOC.COCCOC.COCCOC.COCCOC.COCCOC.COCCOC.COCCOC
electronic energy	-2779.4450	Eh
frontier orbital gap	9.82	eV

Cartesian coordinates (Å):
C 8.06 8.50 21.35
O 6.94 8.18 22.08
C 7.05 8.54 23.48
C 8.34 8.15 24.10
O 8.91 6.92 23.78
C 8.19 5.86 24.25
H 8.23 9.61 21.25
H 7.89 8.17 20.32
H 8.99 8.03 21.74
H 6.13 8.07 23.87
H 6.90 9.56 23.72
H 8.30 8.16 25.21
H 9.13 8.88 23.90
H 8.71 4.94 24.01
H 7.18 5.86 23.82
H 8.09 5.96 25.36
C 9.48 0.95 27.13
O 9.93 0.38 25.90
C 10.45 1.26 24.96
C 11.86 1.71 25.17
O 12.79 0.68 25.16
C 12.81 0.07 23.91
H 9.02 0.18 27.76
H 8.71 1.66 26.92
H 10.19 1.50 27.75
H 9.79 2.11 25.00
H 10.31 0.82 23.99
H 11.91 2.21 26.13
H 12.06 2.54 24.42
H 12.67 0.85 23.14
H 11.99 -0.68 23.79
H 13.69 -0.50 23.81
C 11.84 3.32 30.99
O 11.59 3.80 32.30
C 12.08 2.97 33.33
C 11.64 3.55 34.63
O 12.22 4.87 34.67
C 11.75 5.70 35.75
H 11.40 2.28 30.93
H 12.89 3.44 30.78
H 11.39 4.11 30.39
H 13.17 3.04 33.38
H 11.73 1.93 33.21
H 12.17 2.88 35.36
H 10.56 3.55 34.71
H 11.68 6.72 35.35
H 12.50 5.69 36.55
H 10.79 5.40 36.15
C 6.35 4.38 28.17
O 5.21 3.49 28.33
C 4.56 3.78 29.56
C 3.42 2.76 29.64
O 2.36 3.02 28.75
C 1.22 2.18 28.81
H 6.04 5.38 27.81
H 6.91 4.00 27.36
H 6.96 4.43 29.04
H 4.22 4.82 29.63
H 5.19 3.61 30.46
H 3.08 2.63 30.69
H 3.83 1.77 29.31
H 0.59 2.42 29.65
H 1.46 1.15 28.77
H 0.67 2.50 27.90
C 13.91 7.09 27.08
O 12.59 6.73 27.22
C 12.11 7.07 28.46
C 10.60 6.91 28.57
O 10.16 5.55 28.74
C 10.18 4.72 27.61
H 14.35 6.93 26.11
H 14.51 6.50 27.84
H 14.04 8.11 27.33
H 12.36 8.17 28.75
H 12.64 6.50 29.24
H 10.09 7.31 27.70
H 10.20 7.43 29.44
H 9.50 5.13 26.81
H 9.90 3.68 27.86
H 11.14 4.67 27.08
C 16.08 10.42 25.66
O 16.91 10.49 26.79
C 17.90 9.41 26.87
C 17.58 8.09 27.57
O 17.40 8.32 28.99
C 16.09 8.87 29.24
H 15.54 11.37 25.60
H 15.36 9.57 25.73
H 16.66 10.18 24.75
H 18.75 9.90 27.34
H 18.09 9.14 25.80
H 18.39 7.44 27.38
H 16.71 7.62 27.10
H 16.29 9.33 30.19
H 15.33 8.11 29.32
H 15.89 9.62 28.49
C 13.13 12.18 28.12
O 11.75 12.26 27.80
C 11.15 10.97 27.86
C 11.03 10.27 26.50
O 12.40 9.99 26.07
C 12.44 9.33 24.83
H 13.43 13.24 28.28
H 13.70 11.82 27.24
H 13.31 11.59 28.98
H 10.19 11.23 28.23
H 11.69 10.31 28.61
H 10.57 10.91 25.76
H 10.41 9.31 26.51
H 13.50 9.31 24.49
H 11.85 9.87 24.11
H 12.07 8.29 24.88
C 8.09 6.13 31.26
O 7.36 4.94 31.55
C 8.19 4.00 32.26
C 7.39 3.17 33.17
O 8.18 2.18 33.76
C 8.26 1.00 32.98
H 7.46 6.85 30.80
H 8.98 5.99 30.62
H 8.51 6.63 32.13
H 8.93 4.54 32.82
H 8.68 3.35 31.45
H 6.50 2.65 32.77
H 7.00 3.77 34.04
H 8.77 0.22 33.61
H 8.90 1.16 32.10
H 7.24 0.61 32.64
C 7.80 9.30 31.19
O 9.15 8.96 31.41
C 9.82 9.37 32.54
C 11.26 8.98 32.29
O 11.28 7.61 31.89
C 12.55 6.95 32.12
H 7.71 10.38 31.24
H 7.17 8.97 32.03
H 7.46 8.84 30.23
H 9.41 8.79 33.43
H 9.70 10.46 32.68
H 11.84 9.11 33.21
H 11.86 9.54 31.58
H 13.04 7.04 33.08
H 13.31 7.25 31.38
H 12.37 5.88 31.92